Molecular formula: C5H6O2
Method: DFT, ωB97M-V with the def2-TZVPD basis set

Calculated values
maximum force: 1.65 eV Å⁻¹
energy relative to the best compared isomer or geometry (same formula, charge and spin): 111.5 kcal/mol
2S+1: 1
charge: 0
calculated total energy: -344.42418 Eh

```
13
Properties=species:S:1:pos:R:3:forces:R:3:lowdin_charge:R:1
H -0.85905 -1.13454 -1.62783 -0.549 -0.025 -0.559 0.08
C 0.82012 -0.47089 -0.43443 -0.474 -0.362 0.354 -0.02
O 0.34582 0.45257 1.64312 -0.128 0.453 0.292 -0.04
O -1.48526 -1.35136 -0.93069 -0.029 0.510 -0.379 -0.02
H 1.55393 -0.73572 -1.22634 -0.858 -0.708 0.642 0.14
C 0.25532 0.94428 -0.44404 -0.071 0.436 -0.025 -0.11
C 1.26962 0.53940 0.56715 0.212 0.139 0.157 -0.24
C -0.80659 -0.93902 0.20432 1.008 0.106 -0.052 -0.17
H -1.29407 -1.52748 1.02348 1.605 -0.238 -0.306 0.15
H -1.55706 1.09025 1.02303 -0.191 -0.102 -0.131 0.15
H 2.27737 0.89920 0.75853 -0.179 -0.302 -0.061 0.15
H 0.19403 1.71381 -1.20119 0.178 -0.183 0.009 0.14
C -0.71419 0.51949 0.64489 -0.524 0.277 0.061 -0.22
```
Forces are in eV/Å.